Entry 1:
Entry from OMol25: a molecular structure, C22H36AlBr2Ca2F5KO14P in a non-equilibrium geometry (ωB97M-V with the def2-TZVPD basis set).

* LUMO: -3.86 eV
* HOMO energy: -5.0 eV
* calculated total energy: -10099.5949 a.u.
* orbital gap: 1.15 eV

```
! RIJCOSX wB97M-V def2-TZVPD def2/J DEFGRID3
* xyz 0 1
Br -7.70465 2.85917 -1.79444
Br -2.01313 -4.29307 -3.28704
Ca -4.75441 -3.41799 -5.03016
Ca 4.36693 -2.08621 4.85782
K 4.85404 3.13249 1.94228
P -0.29293 -0.82592 -3.55514
Al -1.03180 -0.57484 6.37547
F 0.38137 -0.32683 7.28145
F -1.52775 -2.18912 6.53189
F -2.24473 0.45043 6.94819
F -0.71940 -0.23270 4.74526
F 1.68312 -8.39680 3.63909
O 1.49076 -2.37929 0.29493
O 2.42517 -1.84258 5.58612
O -3.87241 -1.49624 -4.45873
O -1.60738 -1.39594 -4.30715
O 0.58024 -2.07406 -3.25323
O -0.72153 -0.08316 -2.36952
O 5.08033 -7.03178 6.15096
O 2.97567 -6.25520 6.01095
O -7.82687 1.32996 -5.22645
O 2.44993 4.14089 -0.74455
O 0.48675 0.05359 -4.59380
O 3.55536 -8.08625 4.86379
O 2.92327 2.89524 2.86213
O 0.57278 2.41489 -4.62697
C 2.80780 1.78619 3.49020
C -2.75296 -1.10743 -3.59375
C 2.21886 6.31041 -1.67820
C 3.97890 -7.11508 5.71835
C 0.72599 -2.29881 -0.86566
C 2.66455 0.54927 2.80017
C 0.61572 -1.24730 0.17113
C -5.09754 -1.52008 -3.70534
C 3.09610 5.32547 -0.87969
C -0.17765 1.31826 -4.89454
C 2.13675 -8.05055 4.86625
C 1.85197 -6.60131 5.18372
C 2.53713 -0.68675 4.92917
C -0.00061 2.94398 -2.26190
C 2.53400 -0.65122 3.50445
C 2.81413 1.72975 4.91522
C 1.47709 -1.90041 -2.13487
C 2.68386 0.55140 5.61018
C 3.31101 5.89877 0.53452
C 1.04886 2.50131 -3.27020
C -5.62453 -0.11355 -3.46966
C -7.52843 2.37195 -4.63077
H 2.65237 0.58345 1.71650
H -1.16474 1.34879 -4.42158
H 2.37315 6.02053 1.07455
H 1.51676 1.58757 -2.91175
H 2.69969 7.29547 -1.76062
H 1.85008 -5.97803 4.28934
H -6.21391 0.21274 -4.32508
H -7.52064 2.18772 -3.30819
H 2.41429 -1.60483 2.98128
H 1.10590 -0.33610 -0.12827
H -2.86580 -0.03905 -3.44094
H 3.80620 6.88136 0.51441
H -5.02508 -2.08805 -2.76806
H 1.25016 6.45217 -1.19492
H -6.27667 -0.14275 -2.59988
H -0.28205 -1.31750 0.76203
H 2.92159 2.67752 5.42949
H -0.99448 2.61663 -2.57244
H -5.89655 -2.01814 -4.30610
H -4.82150 0.59857 -3.32743
H 0.91738 -6.45448 5.71685
H 4.09642 5.33300 -1.38381
H 2.30054 -2.60561 -2.19171
H 1.83580 3.24748 -3.27789
H 1.75771 -8.76064 5.60231
H -0.35492 1.31414 -5.96830
H 0.22194 2.42857 -1.33381
H -2.82402 -1.60537 -2.62961
H 2.05090 5.94133 -2.69243
H -0.11729 -2.96599 -0.99449
H -8.19719 3.24604 -4.71272
H -6.50002 2.78217 -4.74332
H 1.80414 -0.87437 -2.00267
H 2.68026 0.51876 6.69242
H 0.02012 4.00773 -2.06538
H 3.94975 5.22625 1.10030
*
```

Atom charges from the Löwdin analysis, given in e for atoms 1 to 6: 0.39, -0.20, 1.48, 1.54, 0.93, 0.38

=====

Entry 2:
Entry from OMol25: a molecular structure, C22H36AlF5O11P in a non-equilibrium geometry (ωB97M-V with the def2-TZVPD basis set).

* LUMO: 2.20 eV
* HOMO energy: -5.4 eV
* calculated total energy: -2770.8105 a.u.
* orbital gap: 7.59 eV

```
! RIJCOSX wB97M-V def2-TZVPD def2/J DEFGRID3
* xyz -1 1
P -3.16738 -3.04656 -0.81281
Al -0.04402 -2.08687 -1.21986
F -0.84828 3.87034 2.10382
F 1.10136 -0.28355 -3.26705
F -1.09277 -0.81503 -3.51025
F 1.15362 2.82588 1.53640
F -0.61382 1.65492 2.26320
O -1.38471 -4.51693 3.79163
O 1.74316 9.25574 -1.86303
O 3.15969 7.53643 -1.44857
O -0.83136 -3.69451 -4.47789
O 0.90676 7.33898 -1.29837
O -3.17570 -4.37755 -0.08712
O -4.62376 -2.26389 -0.43326
O 2.92853 -0.11628 -0.23439
O -3.15791 -3.19281 -2.46174
O -0.89341 -5.61531 5.71370
O 0.53373 -4.15831 4.72461
C 0.34788 -3.90545 -3.64644
C -0.61302 -4.84675 4.82559
C 2.85186 -1.55051 -0.35669
C 1.41377 -4.33736 5.83041
C -1.89637 3.01160 -2.16160
C 2.88323 10.09384 -2.03700
C -0.72496 2.52825 0.04519
C -0.58044 0.85578 -1.89605
C -1.82832 -1.98732 -0.14976
C -1.55585 3.43310 -0.80291
C -0.27714 2.77445 1.52923
C 2.04648 7.98960 -1.53283
C 1.48960 5.84343 0.52734
C 1.04372 5.96504 -0.89394
C -1.42841 1.74048 -2.72644
C -0.25310 1.27542 -0.54846
C -2.67823 -5.13780 3.75441
C -0.08723 -0.50249 -2.52981
C 3.25393 -2.10570 -1.77776
C -0.00527 -3.92379 -2.11092
C -3.61735 -4.52143 4.77345
C 1.44558 -2.01987 0.17105
H 0.06059 5.50846 -0.97505
H -4.46796 -1.30346 -0.46744
H -2.53627 3.66897 -2.79434
H 2.48902 6.25579 0.67617
H 2.34879 -3.83161 5.59449
H 1.49734 4.79660 0.81333
H -1.90616 4.39738 -0.37194
H 3.51753 0.25366 -0.91285
H 1.16196 -1.28893 0.99077
H -4.61653 -4.94944 4.68288
H -3.26421 -4.68978 5.79241
H 3.57799 9.67052 -2.76278
H -0.92823 -4.54167 -1.97190
H -1.73358 1.49812 -3.76418
H 2.52277 -2.81982 -2.22667
H -3.88731 -3.81767 -2.65416
H 1.51382 -3.03480 0.66558
H -1.58663 -2.18317 0.92792
H 1.70636 5.43400 -1.58076
H 2.53368 11.05542 -2.40993
H 0.83230 -4.50014 -1.60413
H 3.38011 10.25108 -1.07828
H 1.10588 -3.12911 -3.94101
H -0.61025 -2.93867 -5.04334
H 0.98624 -3.88111 6.72498
H 0.77432 -4.90835 -3.95678
H 3.62021 -1.96299 0.37143
H -2.58704 -6.21802 3.88918
H 1.62282 -5.39366 6.00245
H -3.07284 -4.97166 2.75058
H 4.24732 -2.64126 -1.75334
H -2.13210 -0.89812 -0.20842
H 0.82078 6.39183 1.19522
H 0.38586 0.58500 0.05581
H -3.67675 -3.44029 4.63177
H 3.40105 -1.20736 -2.44791
*
```

Atom charges from the Löwdin analysis, given in e for atoms 1 to 6: 0.49, 0.37, 0.11, -0.03, -0.06, 0.05

=====

Entry 3:
Entry from OMol25: a molecular structure, C22H36AsIrN2O8PTe (ωB97M-V with the def2-TZVPD basis set).

* LUMO (spin up / spin down): -2.08 / -3.91 eV
* HOMO energy (spin up / spin down): -9.3 / -11.1 eV
* calculated total energy: -4520.6223 a.u.
* orbital gap (spin up / spin down): 7.23 / 7.23 eV
* <S²>: 6.01

```
! RIJCOSX wB97M-V def2-TZVPD def2/J DEFGRID3
* xyz 1 5
Ir -0.41421 0.26314 -0.42254
Te -0.66655 -2.44689 0.58213
As -0.52274 3.67452 0.98923
P 1.83802 0.52091 -0.05032
O -2.81874 0.26871 -0.03715
O -2.16165 1.39215 3.48830
O -0.83075 0.12465 2.12896
O -0.82905 2.37454 -0.02821
O -3.94760 1.89365 1.13954
O 2.43519 0.48402 1.41916
O 2.79725 -0.54588 -0.77143
O 2.34008 1.95921 -0.51865
N -1.36639 0.14788 -4.67581
N -0.84873 0.40047 -2.57330
C -1.03654 -0.47688 -3.53166
C 0.24230 5.07614 -0.05944
C 3.70302 -1.67497 -2.67267
C -3.00496 -4.08893 0.98123
C -4.29345 -6.07686 1.40442
C -2.57860 -6.09852 -0.27715
C -3.57927 -6.75213 0.42443
C 2.36245 -0.68728 2.27192
C 3.75081 2.31146 -0.45078
C -1.78133 0.78553 2.53808
C 3.90130 3.72657 -0.94380
C -2.09988 4.38111 1.79566
C -2.28878 -4.76723 -0.00310
C -1.07323 1.64838 -3.12227
C 0.72691 3.22089 2.36297
C -1.21317 -4.02212 -0.75640
C -4.00622 -4.74960 1.68282
C 3.24659 -0.43871 3.46582
C -3.19699 1.05994 0.79057
C 2.48324 -0.99485 -2.10420
C -1.39653 1.49948 -4.43165
C -2.67791 -2.64008 1.24126
H -1.64710 2.21426 -5.19382
H -2.01472 -6.62714 -1.03588
H -1.58530 -3.60015 -1.69062
H 3.36400 4.42580 -0.30121
H 2.17921 -0.14142 -2.71601
H 2.69858 -1.55199 1.69650
H -0.99783 2.53756 -2.52202
H 0.61943 5.86278 0.59257
H 4.95450 4.00677 -0.93508
H 0.70638 3.99769 3.12634
H -2.89261 4.40666 1.05173
H -2.73290 -2.36371 2.29133
H -5.06988 -6.58746 1.95765
H -1.85887 5.39067 2.12919
H -0.95205 -1.54586 -3.43660
H 3.52963 3.82848 -1.96330
H -3.28902 -1.95501 0.65700
H 2.89645 0.42234 4.03456
H 1.71859 3.14560 1.92139
H -4.55907 -4.22536 2.45214
H -0.52566 5.48324 -0.71526
H 1.63576 -1.68527 -2.04077
H 4.27659 -0.26146 3.15792
H 3.22827 -1.31019 4.12028
H 0.44999 2.26450 2.80192
H 4.53633 -0.97759 -2.74953
H 1.32202 -0.82720 2.56265
H -2.40812 3.75649 2.62897
H 4.08337 2.20215 0.58146
H 4.30752 1.60724 -1.06962
H 4.00846 -2.50855 -2.04165
H 1.05360 4.65753 -0.65360
H 3.48369 -2.05840 -3.66947
H -3.79536 -7.79050 0.21261
H -1.57411 -0.30436 -5.55032
H -0.34363 -4.64054 -0.96744
*
```

Atom charges from the Löwdin analysis, given in e for atoms 1 to 6: 0.99, 1.41, 1.04, 0.55, -0.05, 0.12

=====

Entry 4:
Entry from OMol25: 3 unconnected molecules or ions with the total composition C22H36IN4O5P in a non-equilibrium geometry (ωB97M-V with the def2-TZVPD basis set).

* LUMO: -0.82 eV
* HOMO energy: -8.5 eV
* calculated total energy: -2094.0757 a.u.
* SMILES string: CC(C)=NC1=CC(=O)c2c(ccc(P(O)I)c2CN)C1=O.COC[C@@H](C)N.COC[C@@H](C)N
* orbital gap: 7.64 eV

```
! RIJCOSX wB97M-V def2-TZVPD def2/J DEFGRID3
* xyz 0 1
I 6.83114 1.85197 -3.41547
P 5.03527 0.13924 -3.29557
O 1.77573 4.27162 -1.03166
O -4.52163 0.96322 2.72331
O 0.53523 -4.32115 1.44017
O -0.57257 3.61127 -5.18259
O 5.13483 -0.57273 -4.76855
N -2.38825 3.12069 -2.81487
N -2.45366 -0.83377 1.93350
N 1.77755 -1.81795 0.91648
N 3.29602 0.80462 -0.35368
C 1.79610 2.61138 -2.75027
C 2.98412 1.92477 -2.51106
C -2.77051 2.11171 -2.10421
C 0.65440 -3.37586 2.48739
C 1.16009 3.52603 -1.74949
C 1.60959 1.64415 -4.96182
C 1.79328 -2.36399 2.27779
C -2.56175 -0.41911 3.33984
C 3.49630 1.08799 -3.52728
C 2.80490 0.96627 -4.73174
C 3.17836 -2.93159 2.56722
C -3.33304 0.90307 3.48974
C 3.67562 2.00441 -1.16796
C 1.40784 -5.43140 1.52507
C -3.16268 -1.57175 4.13697
C -0.20494 3.16118 -4.13603
C -0.30327 3.45302 -1.72951
C 1.10841 2.45875 -3.96347
C -5.67148 0.36741 3.29437
C -2.51197 0.70937 -2.58818
C -3.44548 2.25380 -0.79652
C -0.99418 3.24774 -2.86099
H 0.73631 -3.88640 3.45668
H -4.06801 -1.96295 3.67279
H -1.46129 0.59363 -2.84837
H -3.52983 1.13943 4.54305
H -3.40068 -0.82355 1.56305
H 3.17150 0.31270 -5.51027
H -4.36814 1.67552 -0.72346
H 2.37368 0.52021 -0.65130
H 3.52231 -3.59709 1.77553
H 6.02538 -0.48854 -5.12817
H 0.88443 -1.35500 0.76816
H 3.36352 2.86755 -0.60210
H 3.18857 -3.48457 3.50879
H -0.29180 -2.82661 2.49484
H 1.63091 -1.53865 2.97784
H -2.83498 -0.05192 -1.88348
H -1.96903 -0.11385 1.40357
H -3.10372 0.60033 -3.49429
H 3.90500 -2.12304 2.64550
H 1.75009 -2.61114 0.28038
H -3.40548 -1.26195 5.15523
H -2.70299 1.70692 3.09826
H 3.94563 0.05107 -0.53430
H 4.75595 2.01101 -1.26332
H -2.78765 1.89429 -0.00470
H -0.76694 3.56214 -0.76116
H -5.73493 -0.69461 3.04441
H -1.55267 -0.24784 3.72719
H -2.45221 -2.39602 4.19877
H 1.57982 -5.73048 2.56317
H -6.54332 0.86232 2.86782
H 2.36450 -5.22532 1.03863
H -3.68660 3.28576 -0.56147
H 1.05979 1.54963 -5.88620
H -5.69364 0.49369 4.38033
H 0.93716 -6.26102 0.99767
*
```

Atom charges from the Löwdin analysis, given in e for atoms 1 to 6: 0.39, 0.55, 0.12, -0.20, -0.19, 0.15